105
Properties=species:S:1:pos:R:3:lowdin_spin:R:1 method="wB97M-V/def2-TZVPD" orbital_gap_ha="0.2281 / 0.1649" lumo_energy_ev="-12.3 / -14.0" charge=+4 spin_multiplicity=2 e_above_lowest_kcal_mol=20.0 largest_force_ev_per_a=2.10 e_tot_ev=-142680.1479
Ir 0.131 0.040 -0.591 0.01
N 0.084 -2.466 -1.940 0.00
P 1.323 -1.813 -0.979 0.01
C 1.469 -2.938 0.393 0.00
C 2.661 -2.936 1.132 0.00
C 2.882 -3.920 2.080 0.00
C 1.923 -4.905 2.291 0.00
C 0.730 -4.897 1.578 0.00
C 0.490 -3.906 0.639 0.00
C 2.836 -1.792 -1.892 0.01
C 3.319 -3.022 -2.358 0.00
C 4.465 -3.045 -3.134 0.00
C 5.132 -1.860 -3.425 0.00
C 4.666 -0.646 -2.941 0.00
C 3.510 -0.607 -2.175 0.00
P -0.992 -1.201 -2.059 0.00
C -0.571 -0.204 -3.501 0.00
C 0.183 -0.786 -4.524 0.00
C 0.416 -0.080 -5.697 0.00
C -0.103 1.195 -5.854 0.00
C -0.838 1.788 -4.831 0.00
C -1.069 1.095 -3.657 0.00
C -2.648 -1.769 -2.176 0.00
C -3.690 -0.848 -2.361 0.00
C -4.978 -1.311 -2.550 0.00
C -5.227 -2.681 -2.560 0.00
C -4.200 -3.593 -2.360 0.00
C -2.908 -3.145 -2.138 0.00
H 0.149 -3.262 -2.565 0.00
H 3.436 -2.205 0.931 0.00
H 3.814 -3.945 2.627 0.00
H 2.110 -5.690 3.012 0.00
H -0.003 -5.675 1.740 0.00
H -0.434 -3.912 0.078 0.00
H 2.827 -3.955 -2.105 0.00
H 4.848 -3.987 -3.501 0.00
H 6.028 -1.889 -4.031 0.00
H 5.209 0.265 -3.156 0.00
H 3.137 0.333 -1.792 0.00
H 0.581 -1.786 -4.424 0.00
H 0.987 -0.536 -6.494 0.00
H 0.050 1.726 -6.785 0.00
H -1.246 2.781 -4.965 0.00
H -1.654 1.564 -2.873 0.00
H -3.498 0.218 -2.386 0.00
H -5.788 -0.612 -2.701 0.00
H -6.235 -3.039 -2.722 0.00
H -4.408 -4.654 -2.369 0.00
H -2.124 -3.865 -1.949 0.00
C -3.688 -0.179 5.027 0.00
C -4.620 0.888 4.460 0.00
C -4.322 1.306 3.017 0.00
C -3.189 2.312 2.849 0.00
N -1.864 1.789 3.289 0.03
C -1.129 0.821 2.657 0.10
Se -1.643 0.161 1.008 0.15
N -0.049 0.524 3.421 0.01
C 0.824 -0.655 3.210 0.00
C 0.082 -1.938 3.569 0.00
C -0.182 -2.105 5.066 0.00
C 1.081 -2.375 5.873 0.00
C -0.053 1.316 4.528 0.16
C 0.840 1.426 5.596 0.00
C 0.532 2.377 6.532 0.18
C -0.655 3.215 6.435 0.15
C -1.542 3.110 5.405 0.00
C -1.234 2.146 4.432 0.16
H -4.102 -0.604 5.941 0.00
H -2.699 0.202 5.295 0.00
H -3.556 -1.003 4.320 0.00
H -4.633 1.770 5.107 0.00
H -5.639 0.499 4.483 0.00
H -5.198 1.790 2.579 0.00
H -4.131 0.416 2.412 0.00
H -3.370 3.191 3.465 0.00
H -3.069 2.653 1.820 0.00
H 1.698 -0.506 3.841 0.00
H 1.158 -0.634 2.172 0.00
H 0.698 -2.764 3.211 0.00
H -0.856 -1.977 3.005 0.00
H -0.879 -2.934 5.196 0.00
H -0.706 -1.227 5.460 0.00
H 1.658 -3.191 5.434 0.00
H 0.839 -2.660 6.895 0.00
H 1.743 -1.508 5.941 0.00
H 1.715 0.801 5.692 0.00
H 1.184 2.523 7.383 0.01
H -0.823 3.940 7.220 0.01
H -2.424 3.731 5.353 0.00
N 1.169 1.653 -1.223 0.00
C 1.814 2.369 -1.901 0.00
N 2.469 3.189 -2.613 0.00
C 3.952 3.112 -2.774 0.00
C 4.557 4.421 -2.284 0.00
O 3.960 5.518 -2.928 0.00
C 2.585 5.622 -2.657 0.00
C 1.845 4.412 -3.206 0.00
H 4.139 2.965 -3.838 0.00
H 4.319 2.253 -2.215 0.00
H 5.616 4.441 -2.539 0.00
H 4.457 4.509 -1.194 0.00
H 2.225 6.520 -3.160 0.00
H 2.411 5.729 -1.579 0.00
H 1.977 4.337 -4.286 0.00
H 0.784 4.419 -2.965 0.00


104
Properties=species:S:1:pos:R:3:lowdin_spin:R:1 method="wB97M-V/def2-TZVPD" orbital_gap_ha="0.2820 / 0.2929" lumo_energy_ev="-2.3 / -2.0" charge=+1 spin_multiplicity=2 e_above_lowest_kcal_mol=0.0 largest_force_ev_per_a=0.89 e_tot_ev=-167890.3206
Ti 0.269 1.346 0.745 0.98
C -3.517 -1.227 -1.466 0.00
N -2.109 -1.040 -1.080 0.00
P -1.602 -0.960 0.570 0.00
C -3.146 -1.314 1.451 0.00
C -3.530 -2.614 1.788 0.00
C -4.753 -2.842 2.398 0.00
C -5.604 -1.778 2.670 0.00
C -5.229 -0.485 2.338 0.00
C -4.002 -0.252 1.735 0.00
C -0.619 -2.483 0.794 0.00
C 0.221 -2.564 1.904 0.00
C 1.016 -3.682 2.107 0.00
C 0.990 -4.730 1.193 0.00
C 0.161 -4.655 0.082 0.00
C -0.641 -3.538 -0.114 0.00
P -0.986 -0.256 -2.092 0.01
C -2.017 0.892 -3.059 0.00
C -2.717 1.868 -2.340 0.00
C -3.465 2.831 -2.999 0.00
C -3.515 2.835 -4.388 0.00
C -2.828 1.870 -5.108 0.00
C -2.084 0.898 -4.448 0.00
C -0.500 -1.524 -3.315 0.00
C 0.682 -1.318 -4.024 0.00
C 1.118 -2.244 -4.962 0.00
C 0.383 -3.398 -5.192 0.00
C -0.788 -3.621 -4.480 0.00
C -1.228 -2.690 -3.551 0.00
H -3.954 -2.066 -0.928 0.00
H -3.577 -1.434 -2.533 0.00
H -4.115 -0.336 -1.267 0.00
H -2.872 -3.449 1.587 0.00
H -5.044 -3.851 2.662 0.00
H -6.559 -1.960 3.148 0.00
H -5.886 0.347 2.555 0.00
H -3.699 0.762 1.496 0.00
H 0.253 -1.751 2.623 0.00
H 1.651 -3.741 2.984 0.00
H 1.608 -5.605 1.352 0.00
H 0.132 -5.469 -0.632 0.00
H -1.282 -3.477 -0.984 0.00
H -2.689 1.863 -1.252 0.00
H -4.008 3.575 -2.431 0.00
H -4.094 3.588 -4.907 0.00
H -2.873 1.867 -6.190 0.00
H -1.559 0.144 -5.022 0.00
H 1.272 -0.433 -3.835 0.00
H 2.037 -2.069 -5.508 0.00
H 0.723 -4.124 -5.919 0.00
H -1.365 -4.521 -4.654 0.00
H -2.139 -2.883 -3.001 0.00
N 0.213 2.811 -0.974 0.01
C 1.443 2.574 -1.692 0.00
C 1.391 2.227 -3.034 0.00
C 2.554 1.901 -3.715 0.00
C 3.767 1.903 -3.045 0.00
C 3.812 2.277 -1.711 0.00
C 2.663 2.641 -1.009 0.00
C 2.745 3.149 0.388 0.00
C 3.807 4.000 0.707 0.00
C 3.919 4.539 1.977 0.01
C 2.944 4.252 2.921 0.00
C 1.884 3.420 2.589 0.00
C 1.754 2.821 1.332 -0.01
H 0.278 3.663 -0.423 0.00
H -0.571 2.882 -1.611 0.00
H 0.439 2.234 -3.551 0.00
H 2.508 1.648 -4.767 0.00
H 4.679 1.639 -3.565 0.00
H 4.763 2.305 -1.192 0.00
H 4.533 4.265 -0.054 0.00
H 4.742 5.201 2.216 0.00
H 2.995 4.693 3.910 0.00
H 1.121 3.251 3.339 0.00
C 3.867 0.089 2.128 0.00
N 3.632 -0.884 1.059 0.00
C 4.616 -1.958 0.921 0.00
C 2.555 -0.866 0.312 0.00
C 2.386 -1.879 -0.770 0.00
O 1.657 0.005 0.483 0.00
H 3.799 -0.412 3.095 0.00
H 3.147 0.895 2.070 0.00
H 4.866 0.504 2.005 0.00
H 5.525 -1.651 1.430 0.00
H 4.847 -2.137 -0.126 0.00
H 4.247 -2.878 1.377 0.00
H 2.480 -2.891 -0.373 0.00
H 3.147 -1.736 -1.540 0.00
H 1.405 -1.754 -1.213 0.00
C -2.334 0.362 4.697 0.00
Si -1.011 1.541 4.113 0.00
C -0.844 2.946 5.342 0.00
C 0.610 0.560 4.015 0.00
Se -1.536 2.452 2.093 -0.02
H -2.031 -0.037 5.671 0.00
H -2.475 -0.482 4.017 0.00
H -3.299 0.856 4.821 0.00
H -1.196 2.633 6.329 0.00
H -1.435 3.808 5.031 0.00
H 0.192 3.273 5.447 0.00
H 1.427 1.115 4.480 0.00
H 0.953 0.318 3.005 0.00
H 0.496 -0.389 4.546 0.00